[1]
Entry from OMol25: a 13-piece molecular cluster, C35H89F3N3O14 overall in a non-equilibrium geometry (ωB97M-V with the def2-TZVPD basis set).

E_HOMO (spin up / spin down) = -7.995 / -7.995 eV
Expectation value of S² = 0.754
F_max = 4.4 eV Å⁻¹
Gap between HOMO and LUMO (spin up / spin down) = 7.949 / 4.937 eV
Spin multiplicity = 2

Last column: Löwdin spin population.
Cartesian coordinates (Å):
F  -1.065  0.424  1.193  0.002
H  -4.311  2.648  3.036  0.000
H  -3.732  -3.499  6.496  0.000
H  -3.582  0.393  -0.525  0.001
C  -1.774  -0.955  -5.945  0.000
C  2.771  0.143  -1.259  0.000
O  -3.579  -1.764  2.833  0.831
H  0.447  0.240  -1.083  0.000
O  -5.379  0.122  4.329  0.006
H  0.921  2.801  3.347  0.000
C  2.041  2.673  5.148  0.000
H  -4.262  -0.972  -2.733  0.000
H  5.319  1.090  -4.338  0.000
H  -0.689  -1.864  -4.076  0.000
H  4.895  2.753  -2.610  0.000
C  -1.547  -2.397  -8.119  0.000
C  5.009  2.092  -1.750  0.000
H  -4.817  -5.474  -2.719  0.000
H  -5.944  0.836  4.033  0.000
H  2.802  -1.941  -0.457  0.000
C  -1.197  0.214  -6.718  0.000
H  -0.430  -3.738  -6.076  0.000
C  -1.480  0.225  -8.268  0.000
H  -3.168  -3.122  -9.535  0.000
H  5.866  0.024  -0.232  0.000
C  5.812  0.506  -3.561  0.000
H  5.232  1.135  5.065  0.000
H  5.954  2.438  -1.331  0.000
H  -3.627  -2.932  -7.821  0.000
F  -1.597  0.409  3.241  0.001
H  4.866  1.467  3.344  0.000
C  -0.909  -0.901  -4.537  0.000
O  -3.377  -1.485  0.568  0.015
H  -0.108  0.198  -6.755  0.000
H  -5.053  -0.416  -0.376  0.000
H  -1.084  -4.724  2.646  0.000
H  3.900  5.103  3.761  0.000
H  3.889  -0.764  0.473  0.000
H  -4.464  -3.020  0.182  0.000
H  1.213  -1.698  5.635  0.000
C  1.998  1.170  4.833  0.000
O  -4.342  -3.956  0.337  0.000
N  3.771  -0.051  -2.369  0.000
H  -0.705  0.005  5.878  0.000
H  -0.650  -3.846  -9.656  0.000
F  -0.730  -1.324  2.494  0.003
H  -1.229  -0.259  -3.717  0.000
H  -0.061  3.113  6.012  0.000
H  6.305  1.859  4.016  0.000
N  3.388  3.062  5.568  0.000
H  2.159  2.339  -1.295  0.000
C  4.596  3.257  4.688  0.000
H  -6.078  2.989  1.000  0.000
H  2.587  0.963  3.940  0.000
O  3.757  -1.257  -3.034  0.000
C  0.991  2.976  6.262  0.000
C  -3.662  3.190  1.020  0.001
C  1.283  0.041  -1.754  0.000
H  6.796  0.949  -3.407  0.000
H  -0.752  0.974  -8.579  0.000
H  5.123  4.550  6.222  0.000
H  0.770  -1.350  7.291  0.000
H  -2.556  -0.743  6.674  0.000
H  2.221  1.550  0.253  0.000
H  1.097  2.163  6.979  0.000
H  5.961  -0.453  -4.058  0.000
C  -3.745  -1.396  -1.872  0.000
C  0.399  -1.770  6.356  0.000
H  -3.026  -4.920  -0.804  0.000
H  -3.494  2.189  0.621  0.001
H  -4.204  0.360  5.471  0.000
C  -3.254  -0.846  -5.780  0.000
H  -2.977  1.245  5.449  0.000
C  5.695  4.123  5.399  0.000
H  -5.694  -4.338  -2.236  0.000
H  3.911  3.317  -0.460  0.000
H  -4.802  -4.382  -0.387  0.000
C  -0.701  -3.613  -8.593  0.000
H  -3.355  -1.546  -8.656  0.000
C  -4.620  3.205  2.151  0.000
H  3.308  -1.115  -3.871  0.000
C  5.247  1.887  4.276  0.000
H  -2.669  3.627  1.130  0.000
H  -2.681  -1.225  -2.038  0.000
H  0.354  -3.406  -8.415  0.000
H  -2.491  0.501  -8.568  0.000
H  2.327  0.461  5.593  0.000
C  2.740  1.632  -0.703  0.000
O  -2.317  -5.407  -1.223  0.000
H  1.210  3.950  6.700  0.000
H  -3.724  0.003  1.967  0.040
C  4.128  2.252  -0.536  0.000
C  -2.976  -2.567  -8.616  0.000
H  -1.139  -1.393  4.911  0.000
H  -1.655  -3.434  3.196  0.002
H  0.997  0.843  4.553  0.000
C  -0.858  -1.074  5.915  0.000
O  -1.288  -3.352  -5.890  0.000
H  1.074  -0.942  -2.176  0.000
O  -1.829  -4.374  3.134  0.009
C  -1.043  -1.092  -8.855  0.000
H  0.217  -2.844  6.380  0.000
H  -2.872  -2.871  5.420  0.000
H  -1.330  -1.150  -9.905  0.000
O  -1.897  -1.412  6.873  0.000
H  -1.035  -4.466  -8.002  0.000
H  -4.128  3.701  0.179  0.000
C  -1.565  -0.382  2.176  0.016
C  4.030  4.056  3.489  0.000
H  -3.757  -1.801  -5.627  0.000
H  -4.754  4.231  2.496  0.000
H  3.535  3.081  7.415  0.000
O  -3.487  -3.588  5.575  0.000
H  3.033  2.533  2.569  0.000
H  4.858  4.115  2.782  0.000
H  2.720  4.175  1.926  0.000
H  -1.560  1.123  -6.238  0.000
O  -3.442  0.610  5.993  0.000
C  5.957  -0.303  -1.268  0.000
C  -3.073  -0.867  1.889  0.069
H  -3.719  -0.354  -6.634  0.000
H  4.481  1.876  0.425  0.000
H  7.009  -0.119  -1.485  0.000
C  5.073  0.589  -2.228  0.000
H  -4.898  -0.145  3.546  0.003
H  2.161  -0.793  0.588  0.000
H  -2.485  -5.317  -2.161  0.000
H  6.211  4.917  4.859  0.000
H  1.115  4.315  4.054  0.000
O  -5.268  -5.143  -1.942  0.000
H  6.446  3.467  5.838  0.000
H  0.030  -0.985  -9.009  0.000
C  -3.985  -0.618  -0.456  0.000
H  5.835  -1.384  -1.203  0.000
H  -3.512  -0.308  -4.868  0.000
O  3.760  2.385  6.793  0.000
H  -3.843  -2.480  -1.812  0.000
C  2.985  -0.923  -0.114  0.000
O  -5.825  2.600  1.841  0.000
C  2.846  3.575  2.828  0.000
N  -1.295  -2.161  -6.640  0.000
H  1.039  0.602  -2.657  0.000
H  0.078  -0.513  -4.790  0.000
C  1.672  3.398  3.864  0.000

Forces on the atoms, in the same order (eV/Å):
-0.5 -1.2 0.0
0.6 0.0 0.0
0.1 0.1 0.2
0.8 -0.2 0.2
2.7 -0.9 1.7
-1.0 0.0 0.0
1.3 1.6 -0.7
0.6 0.1 0.7
-0.3 -0.1 -0.1
-0.1 -0.3 0.1
-0.1 -1.1 -0.5
-0.3 0.0 0.4
-0.2 0.4 0.0
-0.5 -0.2 -0.3
-1.0 0.0 0.1
1.4 0.8 -1.0
0.9 -1.7 0.6
0.2 -0.3 -0.1
-0.3 0.3 -0.1
0.7 0.0 -0.3
-0.6 0.3 -1.7
0.2 0.1 0.1
0.0 0.2 1.5
0.4 0.2 0.1
-0.2 0.2 0.2
0.1 0.9 -0.9
-0.6 0.1 0.1
0.7 -0.6 -0.5
0.1 -0.8 0.0
-0.7 0.7 0.8
-0.8 -0.1 0.2
-0.1 -0.4 -1.0
0.6 2.6 0.6
0.0 -0.1 0.8
-0.3 -0.6 0.9
0.2 -0.1 -0.2
-0.1 0.1 0.5
0.1 -0.3 -0.4
0.2 0.2 0.4
0.0 0.4 -0.2
-0.2 -0.7 -0.7
0.0 -0.2 0.1
-2.4 3.7 0.5
-0.1 0.2 0.1
-1.0 0.2 -0.1
0.7 -1.3 -0.8
-0.8 0.2 -0.4
0.1 -0.6 -0.8
0.3 1.1 0.2
1.1 1.2 1.0
-0.2 -0.6 -0.5
-0.4 -0.6 -0.6
-0.6 -0.2 -0.2
0.2 0.0 0.0
0.3 -1.1 0.7
1.0 0.2 0.2
0.6 -0.5 -1.5
0.2 -1.5 -1.6
0.1 0.0 -0.1
-0.5 0.3 -0.6
0.4 0.5 0.2
-0.2 -0.4 0.1
-0.7 0.3 0.2
0.0 0.1 0.1
-0.3 0.3 0.4
-0.1 -0.4 0.8
1.1 1.3 1.8
0.5 -0.3 -0.5
-0.2 0.4 0.6
0.0 -0.3 0.3
-0.7 -0.2 -0.3
-1.1 -0.1 0.7
0.2 0.1 0.0
-1.3 -0.9 1.1
-0.3 0.2 -0.2
0.4 0.2 0.6
-0.3 -0.5 -0.1
0.5 0.6 0.9
-0.4 0.0 -0.8
0.9 0.3 1.9
-0.1 0.3 -0.1
0.1 -0.2 -0.5
-0.2 0.2 0.5
0.1 -0.2 -0.3
0.2 -0.1 0.6
0.0 0.2 0.2
0.2 0.5 0.3
1.2 -1.0 -0.3
0.5 -0.3 -0.3
0.4 -0.1 0.3
0.1 0.6 0.2
-2.2 0.6 -0.1
-1.3 0.9 1.8
-0.1 -0.1 -0.1
0.0 0.2 0.1
-0.3 0.2 0.1
-0.2 -0.5 0.9
-1.2 -0.1 0.2
0.1 -0.6 0.4
-0.1 -0.1 0.1
0.5 -0.6 -0.6
-0.1 0.0 0.6
0.2 0.2 0.3
-0.6 -0.1 -0.1
1.2 0.1 -0.9
0.2 -0.3 -0.4
0.0 0.3 -0.1
-1.1 1.1 -0.5
3.1 1.1 0.8
0.2 -0.3 -0.2
-0.2 0.2 0.0
0.2 -0.1 0.4
-0.4 -0.4 -0.3
0.1 -0.1 -0.8
0.2 -0.1 -0.3
-0.9 -0.2 0.1
0.2 0.2 -0.1
0.7 0.4 0.7
0.7 1.2 0.9
-1.2 -2.4 -1.3
-0.1 0.0 0.0
0.9 0.1 -0.3
0.1 -0.1 -0.1
1.5 -2.2 0.2
-0.1 -0.3 -0.1
-0.1 0.2 0.2
0.1 0.0 -0.2
-0.4 -0.2 -0.5
0.5 0.4 0.3
-0.3 0.0 -0.1
0.0 0.1 0.0
0.5 -0.7 0.8
0.2 -1.4 -2.0
-0.5 0.1 -0.8
0.1 0.5 -0.1
-0.4 0.3 -0.9
-0.4 0.2 0.2
-1.2 1.1 -0.1
-1.0 -0.3 -0.8
-1.7 -2.0 0.9
0.9 0.0 -1.9
0.6 0.8 0.1
0.0 0.0 -0.2
-0.4 1.0 -1.8


[2]
Entry from OMol25: C24H34NO3 as an isolated structure in a non-equilibrium geometry (ωB97M-V with the def2-TZVPD basis set).

E_HOMO = -10.626 eV
Charge = +1
F_max = 15.8 eV Å⁻¹
Gap between HOMO and LUMO = 8.357 eV
Relative energy (zero: lowest compared OMol25 entry of this formula, charge and spin) = 559.0 kcal/mol

Last column: natural (NBO) charge in e.
Cartesian coordinates (Å):
O  -5.345  -0.481  -1.731  -0.539
H  -4.471  -0.154  -3.622  0.228
H  1.192  4.609  2.205  0.209
C  2.440  0.049  0.456  -0.208
H  -3.574  1.578  -2.112  0.206
H  -0.379  3.148  1.783  0.236
C  0.411  2.888  1.055  -0.222
C  0.605  2.293  -0.081  -0.082
C  2.859  -1.512  -1.668  -0.407
C  1.603  -1.138  -1.162  -0.142
H  3.126  -2.144  -2.353  0.204
H  -2.055  -2.489  1.839  0.169
H  5.262  -1.697  -3.268  0.211
H  -1.622  -2.851  3.438  0.196
H  0.792  -1.730  -1.574  0.184
H  -4.572  1.376  0.223  0.220
H  -1.372  -0.242  1.877  0.183
C  -1.865  1.584  -0.251  -0.222
C  -4.137  0.548  0.178  -0.257
C  2.320  4.227  0.572  -0.244
H  -2.028  2.471  -0.424  0.215
H  4.610  0.087  0.787  0.219
C  5.794  -1.964  -2.289  -0.203
H  -4.437  -1.549  -0.293  0.192
H  0.214  -1.349  3.490  0.209
C  -4.113  -0.517  -2.488  -0.058
C  -5.117  -0.564  -0.161  -0.044
H  -0.254  0.894  -1.349  0.171
H  -2.170  0.695  -2.572  0.213
C  1.420  -0.560  -0.110  -0.131
H  3.104  4.904  0.649  0.214
H  -4.017  0.450  1.310  0.228
H  0.715  -3.447  3.191  0.202
H  -2.308  -0.292  -0.565  0.504
C  -0.108  -0.182  0.184  0.356
H  -1.851  1.717  0.899  0.208
H  -6.074  -0.600  0.156  0.240
C  0.169  -2.682  2.208  -0.306
H  0.002  0.606  2.371  0.213
H  5.303  -3.045  -1.948  0.169
C  0.468  -1.371  2.560  -0.448
C  4.049  -1.222  -0.985  0.413
C  -0.452  1.326  -0.631  -0.192
H  -3.483  -1.233  -2.548  0.155
N  -2.861  0.601  -0.339  -0.402
C  -0.331  -0.299  1.855  -0.434
C  -3.019  0.712  -2.048  -0.215
C  1.599  2.604  -0.986  -0.191
H  1.662  1.858  -1.948  0.221
C  2.556  3.439  -0.601  -0.164
H  0.364  -2.925  1.241  0.160
H  -0.759  -2.095  -0.043  0.542
C  3.767  -0.107  0.244  -0.212
C  1.371  4.224  1.287  -0.136
H  6.660  -1.975  -2.092  0.160
C  -1.426  -3.065  2.505  -0.596
H  1.412  -1.246  2.519  0.218
O  5.295  -1.280  -1.072  -0.470
H  3.376  3.671  -1.333  0.230
H  -1.614  -4.189  2.147  0.215
H  2.202  0.700  1.537  0.203
O  -0.907  -1.065  -0.121  -0.795

Forces on the atoms, in the same order (eV/Å):
1.8 0.0 1.2
1.1 -1.3 3.0
-0.3 2.0 2.4
4.2 4.8 8.4
-0.8 2.2 -0.3
-0.1 -1.8 -0.8
1.4 7.6 3.6
-4.2 -2.2 -2.5
3.2 2.2 3.6
1.5 -7.8 -9.2
-0.2 -3.7 -4.8
-0.3 0.4 -0.1
1.4 0.3 1.5
-1.2 0.7 4.9
-0.3 0.4 -0.7
-3.6 7.5 -0.8
-1.8 -0.8 0.8
3.0 -4.6 8.0
0.2 -6.0 5.5
10.8 0.9 -8.4
-3.2 9.0 -3.1
1.7 1.2 1.5
-15.0 -3.4 -0.1
-2.1 1.6 1.7
-1.4 0.9 6.1
-4.0 9.4 -1.7
7.0 -2.3 -7.1
3.2 -6.1 -14.0
3.6 -0.2 -1.4
-6.8 5.2 5.4
1.3 1.6 0.7
0.2 -0.3 -0.8
-1.1 1.9 -3.7
-0.9 0.2 2.1
8.1 5.3 7.0
0.7 -0.1 -1.0
-2.6 0.0 1.8
-3.2 -6.5 5.3
-0.1 0.3 -0.1
1.8 1.9 -1.8
-5.0 1.6 -3.7
-6.1 6.9 5.4
-1.8 1.8 15.6
3.1 -6.3 0.0
2.5 -3.2 -9.8
3.1 3.8 -1.6
-6.9 -3.2 2.9
1.4 -3.1 -3.0
0.0 2.3 2.3
0.7 0.9 -1.7
1.3 -1.5 -2.6
0.4 3.2 0.0
-2.7 -5.2 -5.1
-11.3 -7.2 5.1
12.4 -0.1 1.2
3.1 -2.8 -6.8
6.7 1.5 -0.6
3.4 -0.8 -3.0
-0.6 -0.2 1.3
0.4 2.3 1.4
0.5 -1.6 -3.3
-7.2 -9.6 -5.7


> F_max of number 2 (C24H34NO3)?

15.8 eV Å⁻¹


> Among the records above, which one has the highest F_max?

C24H34NO3


> Number 2 is which compound?

C24H34NO3